Here is C4H9N3O2 in the gas phase in a non-equilibrium geometry from the OMol25 dataset. Energies are from ωB97M-V/def2-TZVPD.

Each line ends with the natural charge from an NBO analysis.
Element x y z (Å)
H: -2.665 0.722 0.917  0.357
N: -2.347 0.345 0.021  -0.704
C: -1.180 -0.159 0.182  0.680
O: -0.613 -0.309 1.387  -0.554
C: 0.250 0.807 1.621  0.882
N: 1.306 0.372 2.369  -0.838
O: -0.023 1.980 1.470  -0.594
N: -0.218 -0.291 -0.816  -0.468
C: -0.386 0.440 -2.066  -0.402
C: 0.774 -1.352 -0.810  -0.407
H: 1.419 -0.622 2.500  0.410
H: 1.842 1.087 2.838  0.415
H: -0.631 1.486 -1.859  0.225
H: -1.191 -0.002 -2.659  0.197
H: 0.521 0.388 -2.675  0.199
H: 0.764 -1.899 -1.757  0.199
H: 0.617 -2.081 -0.010  0.213
H: 1.763 -0.912 -0.654  0.191

Results
Spin multiplicity = 1
E_HOMO = -8.9 eV
E_LUMO = 0.66 eV
SMILES = [H]/N=C(\OC(N)=O)N(C)C